1.
56
Properties=species:S:1:pos:R:3 method="wB97M-V/def2-TZVPD" e_homo_ha=-0.4241 total_charge=+1 multiplicity=1 smiles="C=C[N@+]1(CCCCOC(C)=O)C[C@@H](S)O[C@@H](Cc2cccc(C)c2)[C@H]1S"
C 1.2102 0.3210 2.3235
C 0.9025 -0.0960 1.1091
N 1.4235 0.4703 -0.1621
C 2.1593 -0.6440 -0.8676
C 3.5852 -0.9165 -0.4002
C 3.7787 -1.8166 0.8262
C 3.1597 -3.1972 0.7027
O 3.6134 -3.8396 -0.4784
C 2.6946 -3.9223 -1.4788
C 1.3829 -4.5952 -1.2083
O 2.9596 -3.4941 -2.5520
C 2.2342 1.7114 0.0417
C 1.4130 2.9265 0.4825
S 2.4258 4.4324 0.3813
O 0.2784 3.1748 -0.3073
C -0.5614 2.0190 -0.2233
C -1.9169 2.2737 -0.8667
C -3.0794 1.7698 -0.0401
C -3.1755 1.9481 1.3402
C -4.2560 1.4640 2.0667
C -5.2881 0.8098 1.3958
C -5.2359 0.6483 0.0113
C -6.3836 -0.0290 -0.6984
C -4.1264 1.1140 -0.6951
C 0.1778 0.8916 -0.9341
S 0.6535 1.5054 -2.5901
H 2.1490 0.7898 2.5820
H 0.5085 0.2115 3.1369
H 0.2420 -0.9402 0.9752
H 2.1628 -0.5070 -1.9425
H 1.5728 -1.5413 -0.6826
H 4.0532 -1.4418 -1.2302
H 4.1756 -0.0148 -0.2553
H 4.8552 -1.9592 0.9202
H 3.4756 -1.3657 1.7682
H 2.0699 -3.1165 0.7417
H 3.4244 -3.7811 1.5807
H 0.6317 -3.8160 -1.0636
H 1.0704 -5.1742 -2.0662
H 1.3767 -5.1833 -0.2968
H 2.7545 1.9615 -0.8786
H 3.0150 1.5627 0.7775
H 1.1034 2.8256 1.5233
H 3.4071 4.0632 1.2170
H -0.7402 1.8278 0.8326
H -2.0040 3.3343 -1.0935
H -1.9785 1.7770 -1.8317
H -2.3704 2.4612 1.8520
H -4.2919 1.6122 3.1349
H -6.1335 0.4335 1.9522
H -6.0649 -0.9536 -1.1700
H -7.1787 -0.2404 0.0087
H -6.7950 0.6637 -1.4289
H -4.1064 0.9596 -1.7668
H -0.4465 0.0231 -1.1149
H 0.0327 0.5987 -3.3600


2.
65
Properties=species:S:1:pos:R:3 method="wB97M-V/def2-TZVPD" relative_energy_ev=6.702 e_homo_ha=-0.4016 multiplicity=1 smiles="C[C@H]1COC(=O)O1.C[C@H]1COC(=O)O1.C[C@H]1COC(=O)O1.C[C@H]1COC(=O)O1.C[C@H]1COC(=O)O1"
C -3.5129 -1.0597 -1.2381
C -4.0902 -1.7779 -2.3888
C -4.8661 -0.8748 -3.4391
O -4.1977 -1.2007 -4.6231
C -3.2628 -2.0397 -4.4117
O -2.3824 -2.3001 -5.2590
O -3.2006 -2.4138 -3.1708
H -4.0906 -0.3980 -0.6293
H -2.5581 -0.5351 -1.4192
H -3.2768 -1.8352 -0.6045
H -4.7209 -2.6154 -1.9692
H -4.5221 0.0512 -3.0583
H -5.9228 -1.0573 -3.3992
C 4.0944 -0.2441 5.3695
C 3.8607 0.1172 3.9462
C 5.0645 1.0189 3.3429
O 5.4710 0.2239 2.2562
C 4.9594 -0.9483 2.2733
O 5.2517 -1.8542 1.5768
O 3.8476 -1.0078 3.0874
H 5.1907 -0.4365 5.4841
H 3.6593 -1.2854 5.5235
H 3.8366 0.3966 6.1920
H 2.8526 0.5535 4.1622
H 5.7805 1.5109 3.9442
H 4.5904 1.8294 2.8108
C 2.4113 -0.4878 -6.3787
C 1.2271 -0.2600 -5.2917
C 1.0865 -1.4322 -4.2642
O 1.6271 -0.7962 -3.0231
C 1.7806 0.5192 -3.2781
O 2.0462 1.1992 -2.3456
O 1.5231 0.8739 -4.5217
H 1.9398 -1.3299 -6.8135
H 3.4189 -0.4665 -5.8918
H 2.3066 0.4801 -7.0256
H 0.3483 -0.1865 -5.8519
H 1.6794 -2.1514 -4.5153
H 0.0636 -1.7775 -4.1089
C 0.9281 -3.0158 0.8717
C 0.8378 -1.5634 1.2112
C 0.1190 -0.7273 0.2057
O -1.1175 -0.4234 0.8007
C -1.0546 -0.7600 2.0932
O -2.0162 -0.5821 2.8949
O 0.0735 -1.3676 2.3523
H 1.6728 -2.9890 0.1442
H 0.0721 -3.5250 0.6029
H 1.3492 -3.4564 1.8064
H 1.7198 -1.1746 1.4737
H -0.1115 -1.2413 -0.8396
H 0.5429 0.0487 0.0941
C -3.6789 3.0106 1.6074
C -2.9726 3.0617 3.0110
C -1.4543 2.8441 2.9597
O -0.8975 4.1260 3.5173
C -1.8526 5.0458 3.7141
O -1.7359 6.1203 4.0546
O -3.0830 4.4881 3.5853
H -3.4186 2.0561 1.2641
H -3.1118 3.7138 1.0044
H -4.7217 3.2880 1.4701
H -3.3374 2.3151 3.6891
H -0.8550 2.7239 1.9396
H -1.2101 1.9819 3.4235


3.
65
Properties=species:S:1:pos:R:3 method="wB97M-V/def2-TZVPD" relative_energy_ev=1.144 e_homo_ha=-0.3920 multiplicity=1 smiles="C[C@H]1COC(=O)O1.C[C@H]1COC(=O)O1.C[C@H]1COC(=O)O1.C[C@H]1COC(=O)O1.C[C@H]1COC(=O)O1"
C 17.7878 -21.5301 -0.1552
C 17.2677 -20.2738 0.4895
C 17.8581 -19.9394 1.8744
O 17.9125 -18.5310 1.8469
C 18.0892 -18.1308 0.5561
O 18.5411 -17.0888 0.2276
O 17.7202 -19.1378 -0.2613
H 17.1870 -22.3692 0.1950
H 18.8525 -21.6995 0.0178
H 17.7412 -21.5162 -1.2457
H 16.1879 -20.3047 0.6441
H 18.8277 -20.4144 2.0497
H 17.2016 -20.2699 2.6775
C 21.5998 -20.0148 -0.2128
C 23.0688 -20.3042 -0.5145
C 24.0164 -20.1534 0.6649
O 24.6943 -21.4166 0.7002
C 24.1797 -22.2555 -0.2400
O 24.5111 -23.3907 -0.3421
O 23.2121 -21.6512 -0.9522
H 21.3735 -18.9595 -0.3440
H 21.3375 -20.4239 0.7640
H 21.0225 -20.5695 -0.9571
H 23.3982 -19.5899 -1.2657
H 23.4575 -20.0305 1.5923
H 24.7262 -19.3590 0.4554
C 20.7606 -21.5603 -4.4846
C 22.1461 -22.1200 -4.6517
C 22.2395 -23.6239 -4.4075
O 23.0444 -24.1009 -5.4706
C 23.1945 -23.1189 -6.3962
O 23.9178 -23.2137 -7.3288
O 22.5036 -22.0190 -6.0434
H 20.0324 -22.2291 -4.9436
H 20.6478 -20.5157 -4.7723
H 20.4330 -21.5208 -3.4360
H 22.8806 -21.5334 -4.0947
H 21.2355 -24.0644 -4.3791
H 22.6226 -23.9092 -3.4268
C 25.4612 -29.1159 -1.2123
C 24.3905 -28.0201 -1.2184
C 24.7546 -26.6182 -1.7038
O 23.8867 -26.3866 -2.8126
C 22.9638 -27.3582 -2.8628
O 21.9881 -27.3651 -3.5333
O 23.3167 -28.4036 -2.0520
H 26.1348 -29.0050 -0.3629
H 26.1260 -28.9896 -2.0750
H 24.9878 -30.0915 -1.2554
H 24.1969 -27.9056 -0.1454
H 25.7942 -26.3045 -1.8194
H 24.4856 -25.8914 -0.9259
C 22.9865 -16.9605 -4.6223
C 24.0267 -18.0306 -4.3938
C 25.4838 -17.6570 -4.8102
O 26.2003 -17.6893 -3.5885
C 25.3896 -17.9984 -2.5483
O 25.8123 -18.2001 -1.4677
O 24.1461 -18.2631 -2.9895
H 21.9850 -17.3013 -4.3582
H 22.8867 -16.7608 -5.6938
H 23.2590 -16.0525 -4.0873
H 23.7710 -18.9384 -4.9428
H 25.4466 -16.6383 -5.1922
H 25.8359 -18.4265 -5.4878


4.
69
Properties=species:S:1:pos:R:3 method="wB97M-V/def2-TZVPD" s_squared=6.07 e_homo_ha="-0.0579 / -0.0806" total_charge=-2 multiplicity=5
Rh -0.7857 0.0786 -0.2996
N 0.4618 2.3580 2.0789
C -0.8081 2.6677 1.6297
N -1.4932 3.7345 2.0304
N -2.6249 3.6882 1.3304
N -2.6378 2.6645 0.5516
N -1.5086 1.9778 0.7170
C 1.4089 1.8971 1.1909
N 2.7000 2.2148 1.2285
N 3.2288 1.5985 0.1750
N 2.3294 0.9436 -0.4691
N 1.1590 1.0958 0.1444
H 0.8204 3.0438 2.7293
C -1.1397 3.8868 -2.3042
As -0.9275 1.9105 -2.2783
C -2.7758 1.5163 -2.8131
C -0.0036 1.8310 -4.0468
C 0.4994 0.4674 -4.5289
C -0.6732 -0.2946 -5.1549
C 1.1248 -0.3742 -3.4094
As 0.0313 -1.4959 -2.1437
C 1.6060 -2.2346 -1.2714
C -0.2769 -3.0578 -3.3628
C 1.5264 0.7199 -5.6491
As 3.3484 1.5324 -5.3901
C 3.4739 2.3620 -3.6063
C 4.3759 -0.0767 -4.8919
H -1.6187 4.2234 -3.2271
H -0.1734 4.3853 -2.2040
H -1.7616 4.1705 -1.4562
H -3.0121 1.8788 -3.8168
H -3.4204 1.9994 -2.0774
H -2.9624 0.4414 -2.7613
H 0.8573 2.4998 -3.9381
H -0.6538 2.2723 -4.8131
H -1.3978 -0.5354 -4.3738
H -0.3319 -1.2244 -5.6090
H -1.1594 0.3008 -5.9298
H 1.6757 0.2820 -2.7290
H 1.8459 -1.0615 -3.8663
H 2.2496 -2.7569 -1.9874
H 1.2796 -2.9325 -0.5029
H 2.1655 -1.4334 -0.7921
H -0.1040 -3.9643 -2.7886
H 0.4095 -3.0196 -4.2103
H -1.3046 -3.0809 -3.7236
H 1.0417 1.3708 -6.3922
H 1.7362 -0.2272 -6.1650
H 2.9428 3.3114 -3.5582
H 4.5322 2.5714 -3.4357
H 3.1269 1.7188 -2.8014
H 4.3780 -0.8162 -5.6918
H 3.9814 -0.5338 -3.9897
H 5.4085 0.2129 -4.7016
Cl 1.7205 -1.8251 2.3736
C 0.2482 -1.6977 3.2499
C 0.2176 -1.9571 4.5949
C -0.9696 -1.8349 5.3098
C -2.1234 -1.4132 4.6563
C -2.0941 -1.1336 3.3146
Cl -3.4950 -0.5373 2.5112
C -0.9096 -1.2749 2.5110
N -0.8791 -1.0273 1.2487
H 1.1280 -2.2554 5.0932
H -0.9921 -2.0632 6.3651
H -3.0466 -1.2966 5.2035
Se -1.5274 -5.4301 1.3859
C -1.3895 -4.1487 0.1962
N -1.2845 -3.3466 -0.6333